No. 1
{
  "formula": "C40H46Cl2InN7O2",
  "method": "ωB97M-V with the def2-TZVPD basis set",
  "de_lowest_kj_mol": 41.9,
  "e_lumo_ha": -0.017,
  "orbital_gap_ev": 6.35,
  "species": ["In", "H", "C", "O", "H", "N", "C", "C", "H", "C", "C", "C", "H", "H", "H", "H", "C", "O", "N", "Cl", "H", "H", "C", "C", "C", "H", "H", "H", "C", "H", "N", "H", "C", "H", "C", "C", "C", "C", "C", "C", "N", "H", "C", "C", "H", "C", "H", "Cl", "H", "H", "H", "H", "C", "H", "H", "H", "H", "H", "C", "C", "H", "C", "H", "C", "H", "H", "C", "H", "C", "H", "C", "C", "C", "H", "C", "C", "C", "C", "H", "H", "C", "N", "C", "N", "C", "H", "H", "C", "N", "C", "H", "H", "H", "H", "H", "H", "H", "H"],
  "positions_angstrom": [[-0.34, 0.20, 0.61], [-2.31, 3.98, 0.73], [-2.28, -4.66, 2.40], [-3.92, 0.26, 1.61], [1.72, 1.68, 0.25], [0.68, -1.85, 1.11], [1.83, -2.29, 0.47], [-1.21, -1.15, -5.38], [1.05, -0.48, -3.96], [-2.86, -0.27, 3.66], [5.31, -0.03, 1.30], [-1.49, -1.39, -1.81], [-2.44, -0.05, 7.48], [-1.83, 1.96, -0.49], [-2.89, 1.36, 0.70], [-4.84, 0.69, 3.80], [5.43, -1.17, 0.49], [1.89, -3.19, -0.37], [-1.98, 1.83, 0.52], [-3.45, -5.72, 3.17], [-0.32, 0.27, 3.31], [-2.85, -3.08, -2.37], [1.14, 1.36, -1.83], [-0.42, 3.49, 1.73], [-3.02, -0.44, 2.19], [-2.45, 2.88, 2.17], [6.43, -1.46, 0.05], [-1.83, -3.58, -4.42], [-1.60, -2.36, 1.85], [1.03, 1.81, 4.46], [2.93, -0.40, 1.59], [-1.75, -1.75, -6.11], [-3.15, -1.47, -3.77], [-0.93, -2.04, -1.08], [0.34, -1.21, -3.43], [-1.88, 3.14, 1.30], [-0.30, -2.78, 1.43], [1.52, 1.88, -3.12], [0.82, 1.98, 3.37], [4.34, -1.93, 0.23], [0.43, 0.68, 2.74], [3.53, 2.81, 1.06], [3.08, -1.50, 0.78], [3.79, 3.35, 0.12], [-3.67, -2.20, -4.46], [-2.56, -3.27, 2.37], [0.21, 3.88, 3.82], [-0.42, -6.74, 2.08], [-0.69, -0.87, 6.05], [4.84, 3.13, -0.16], [-2.26, -0.90, -1.23], [2.00, 3.12, -5.44], [-0.62, -0.31, -2.56], [-4.45, 1.11, 6.37], [6.14, 0.63, 1.42], [4.13, 3.82, -2.40], [-0.95, 1.25, -4.04], [1.02, 1.55, -4.05], [2.88, 3.25, -4.74], [-3.77, 0.53, 5.72], [-1.09, 2.75, 3.66], [-1.23, -3.03, -3.73], [-0.62, -3.84, -3.25], [-1.63, -0.60, 5.56], [3.70, 2.58, -5.11], [-2.88, 0.17, -5.13], [1.93, 1.92, -0.77], [-0.61, -0.40, -5.88], [-2.62, -0.03, 6.35], [-3.49, -2.90, 2.75], [-3.95, 0.32, 4.39], [-2.25, -0.43, -4.50], [-1.03, -5.10, 1.89], [0.96, -4.47, 1.10], [2.93, 2.85, -0.99], [2.46, 2.89, -3.30], [-2.22, -2.32, -2.85], [-0.34, -2.06, -4.45], [4.34, -2.82, -0.46], [-3.98, -1.01, -3.22], [-0.18, 3.09, 3.20], [0.11, 0.45, -1.51], [4.07, 0.29, 1.88], [-1.75, -0.75, 4.22], [-0.06, -4.16, 1.40], [0.98, -1.83, -2.80], [-0.23, 4.59, 1.58], [3.21, 3.30, -2.26], [-2.06, -1.08, 1.50], [-1.55, 0.48, -3.51], [1.23, 0.07, 2.78], [-2.32, 1.04, -2.90], [3.99, 1.14, 2.59], [1.77, 2.35, 3.00], [3.61, 4.48, 0.33], [0.40, -2.57, -5.04], [0.30, 3.06, 1.04], [3.29, 4.24, -4.85]]
}

***

No. 2
{
  "formula": "C40H47As2Cl2N4O12W",
  "method": "ωB97M-V with the def2-TZVPD basis set",
  "de_lowest_kj_mol": 601.3,
  "e_lumo_ha": [-0.279, -0.344],
  "total_charge": 3,
  "multiplicity": 3,
  "orbital_gap_ev": [7.19, 5.82],
  "species": ["O", "C", "C", "C", "H", "H", "O", "C", "C", "C", "H", "C", "C", "H", "O", "C", "H", "O", "H", "C", "H", "As", "H", "C", "C", "C", "C", "H", "H", "H", "H", "C", "H", "H", "H", "H", "C", "N", "C", "H", "O", "C", "H", "O", "C", "H", "H", "C", "O", "H", "C", "H", "H", "O", "C", "H", "H", "O", "H", "H", "N", "O", "H", "H", "H", "O", "C", "C", "C", "C", "H", "W", "C", "H", "H", "H", "C", "C", "Cl", "H", "Cl", "H", "C", "C", "H", "H", "C", "C", "As", "H", "H", "C", "H", "C", "H", "O", "C", "C", "H", "H", "N", "H", "H", "C", "H", "C", "N", "C"],
  "positions_angstrom": [[-0.20, -4.51, -1.78], [-0.12, 4.94, -1.58], [-0.75, 4.17, -3.78], [2.33, 2.93, 0.94], [5.65, 0.24, -1.56], [4.98, -0.71, -2.93], [0.62, -2.84, -2.95], [-1.63, 6.18, 0.80], [-0.18, -5.36, -0.61], [-2.12, 2.33, 3.94], [0.18, -3.05, 1.51], [0.37, 6.00, -0.70], [5.91, -3.58, -0.16], [-2.59, -2.24, -1.47], [1.32, 1.72, -0.98], [3.07, -1.59, 0.80], [6.46, -4.52, -0.15], [0.59, 1.19, 0.96], [2.09, -7.59, -2.90], [-3.71, -0.02, -0.10], [0.27, -1.39, 2.16], [1.36, -1.41, -0.13], [-3.02, 3.91, 1.87], [-2.57, 1.19, 3.22], [-2.55, 0.97, 1.81], [-2.01, 4.14, 2.22], [-0.30, 5.19, -2.94], [6.41, -2.82, 0.44], [4.23, 0.85, -2.47], [-1.91, 4.13, -5.58], [-0.71, 5.42, -5.53], [1.19, 2.22, 0.25], [-0.42, -0.18, -3.63], [-1.31, 3.63, 1.56], [0.26, 7.11, 0.92], [-4.10, -2.86, 4.34], [3.30, -2.53, 1.72], [-1.87, 3.56, 3.56], [-1.80, 5.65, 2.23], [0.68, -2.70, 5.07], [3.82, -0.71, -1.23], [0.69, -3.55, -1.99], [-0.10, 6.16, -3.36], [2.01, -4.37, 2.45], [-0.35, 3.67, -1.07], [5.77, -3.24, -1.19], [-2.08, 7.17, 0.70], [-4.07, -0.92, 2.18], [-1.82, 1.65, 1.00], [-3.12, 0.34, 5.13], [-0.38, -0.06, -2.54], [-5.62, -1.98, 4.26], [-1.39, 2.15, -3.89], [2.28, -2.57, 3.79], [-0.89, 2.66, -1.85], [-0.20, 3.76, -5.81], [-4.65, -0.48, -0.41], [4.02, -5.91, -0.78], [1.96, 3.34, 1.87], [-3.03, -0.69, -4.04], [-2.98, 0.59, -0.98], [2.51, -5.62, -2.45], [-4.21, -1.40, -2.98], [-1.62, 4.20, 4.30], [0.26, -4.87, 0.25], [5.34, -0.93, 0.42], [-3.50, 0.57, -2.35], [2.42, -3.26, 2.68], [-1.03, 2.92, -3.22], [-3.29, -0.82, -2.99], [2.96, -6.65, -4.16], [-0.57, 0.90, -0.68], [1.62, -3.22, 4.91], [-1.22, -5.61, -0.42], [-0.93, -1.80, 0.91], [-4.56, 0.84, -2.35], [-3.19, 0.21, 4.05], [2.79, -3.98, -0.73], [2.91, 4.27, -0.07], [-0.94, 5.94, 2.84], [3.63, 1.82, 1.32], [3.84, -7.23, -2.70], [1.70, -3.23, -0.90], [2.89, -6.88, -3.10], [-4.45, -1.60, 5.52], [0.37, -6.27, -0.85], [4.75, -0.03, -2.11], [0.10, -2.00, 1.27], [4.20, -3.95, 0.63], [-4.74, -1.66, 1.76], [-1.72, -2.33, -3.00], [-3.91, -0.86, 3.58], [1.31, 6.50, -0.93], [3.13, -5.28, -1.36], [-2.98, 1.34, -2.92], [0.08, 3.33, 0.19], [4.23, -1.03, -0.02], [-0.90, 4.38, -5.25], [-2.67, 6.14, 2.66], [-2.04, 2.20, 5.01], [-0.22, 6.40, 0.38], [2.28, -3.09, 5.76], [-2.09, 5.52, 0.06], [-3.42, -0.06, 1.32], [1.46, -4.27, 4.69], [-2.20, -1.65, -2.30], [-1.13, -0.76, -1.79], [-4.55, -1.88, 4.47]]
}

***

No. 3
{
  "formula": "C40H47CsN8O3S3Si2Te",
  "method": "ωB97M-V with the def2-TZVPD basis set",
  "de_lowest_kj_mol": 85.3,
  "e_lumo_ha": 0.117,
  "total_charge": -2,
  "orbital_gap_ev": 4.66,
  "species": ["C", "C", "H", "H", "C", "N", "C", "C", "C", "H", "C", "H", "H", "C", "H", "C", "H", "C", "H", "H", "H", "C", "H", "H", "C", "C", "C", "H", "N", "H", "H", "H", "C", "C", "C", "H", "C", "C", "H", "H", "H", "H", "H", "C", "N", "C", "Cs", "H", "O", "C", "H", "H", "C", "H", "Si", "C", "C", "N", "S", "H", "H", "H", "H", "H", "H", "H", "C", "H", "C", "N", "C", "H", "H", "H", "C", "H", "H", "N", "C", "C", "C", "Si", "H", "S", "H", "C", "H", "H", "Te", "C", "C", "C", "C", "H", "O", "N", "S", "H", "O", "H", "C", "C", "C", "H", "N"],
  "positions_angstrom": [[-4.83, 0.19, 2.10], [0.20, 2.06, -4.08], [5.05, -2.00, -2.25], [5.95, -4.88, -2.76], [2.21, 4.97, 4.39], [-7.53, 5.14, -3.80], [-0.89, -3.82, 1.01], [0.96, 2.75, 4.56], [1.85, 2.26, -2.33], [1.61, -5.41, -2.55], [3.69, -4.39, -0.46], [-5.76, 0.56, 2.51], [3.61, 2.06, 0.42], [-4.66, 0.05, 0.74], [0.80, 0.16, 4.18], [-3.43, -0.42, 0.27], [-5.21, 0.06, -4.74], [1.95, -4.46, -2.98], [4.01, 4.82, -2.85], [1.00, 3.45, 7.13], [2.96, 7.24, 6.79], [-6.03, 1.99, -4.33], [2.32, 4.66, -4.73], [1.16, -5.86, -0.43], [-3.80, 2.29, -2.59], [2.11, -0.47, 2.78], [0.16, -6.31, -0.39], [4.81, 3.98, -0.65], [0.89, -0.51, 3.40], [-1.37, -4.70, -2.92], [-5.43, 0.32, 0.03], [-1.96, -3.30, -2.04], [1.88, 3.81, -4.22], [-2.84, -5.85, -0.22], [-1.18, -4.07, -2.05], [3.57, -5.46, -0.25], [4.04, -2.23, -2.60], [2.71, 6.13, 4.98], [1.85, 5.53, 8.20], [-1.02, -4.34, 1.96], [2.90, -3.84, 0.07], [-1.59, -2.98, 0.98], [-2.41, -1.07, 5.07], [-4.76, 3.30, -2.76], [-8.04, 1.63, -5.91], [-3.96, 1.08, -3.34], [-0.55, 1.91, 1.08], [4.96, -4.88, -4.23], [1.19, 1.67, 5.18], [-2.57, -0.56, 2.40], [-4.63, 4.21, -2.20], [-3.87, 0.03, 4.02], [-7.14, 1.80, -5.21], [0.09, -6.88, 0.54], [3.64, -4.03, -2.29], [-1.34, -0.69, 3.24], [3.53, 3.98, -2.37], [-0.23, -0.67, 2.61], [-2.50, 2.59, -1.47], [-3.65, -5.11, -0.18], [-0.66, -1.28, 5.16], [4.74, -6.15, -3.02], [0.07, -7.01, -1.23], [-3.26, -0.53, -0.80], [-0.76, 0.29, -2.40], [2.80, 5.50, 2.66], [2.43, 3.36, -3.00], [0.62, 0.32, -1.35], [-5.08, 0.98, -4.18], [-2.42, -0.72, 1.07], [3.97, 3.52, -1.16], [3.21, 6.87, 4.37], [3.94, 0.26, 3.13], [-2.87, -6.44, 0.70], [1.57, 4.00, 5.17], [3.36, -1.56, -2.07], [4.65, -4.07, -0.03], [2.28, 1.83, -1.11], [0.78, 3.16, -4.72], [1.96, 5.38, 7.14], [-1.45, -0.67, 4.74], [-1.17, -4.98, -0.42], [-3.04, -6.51, -1.06], [-2.87, -0.28, -3.31], [2.74, 0.74, 4.30], [2.58, 6.34, 6.35], [0.32, 3.51, -5.64], [-1.33, 0.34, 5.13], [0.58, -2.90, -2.41], [-3.77, -0.12, 2.95], [1.47, 4.22, 6.54], [-6.79, 4.26, -3.71], [3.30, 2.43, -0.56], [0.11, -3.38, 0.99], [2.37, 4.74, 3.06], [3.05, 0.11, 3.57], [2.45, -1.08, 1.28], [-0.68, 1.58, -4.49], [0.30, 2.90, 3.52], [1.94, -4.56, -4.06], [0.73, 1.57, -2.90], [4.95, -5.09, -3.16], [-5.86, 3.18, -3.60], [3.99, -1.98, -3.66], [0.24, 0.47, -2.27]]
}

***

No. 4
{
  "formula": "C40H47IrN5OP2S3",
  "method": "ωB97M-V with the def2-TZVPD basis set",
  "de_lowest_kj_mol": 88.8,
  "e_lumo_ha": -0.325,
  "total_charge": 3,
  "orbital_gap_ev": 5.19,
  "species": ["C", "N", "H", "S", "H", "H", "C", "H", "C", "H", "C", "P", "C", "H", "H", "C", "H", "N", "C", "C", "C", "S", "H", "H", "H", "H", "C", "H", "C", "H", "H", "C", "N", "H", "H", "O", "S", "C", "H", "H", "H", "H", "H", "P", "H", "C", "C", "H", "H", "C", "H", "H", "H", "C", "C", "N", "H", "C", "C", "C", "C", "H", "C", "C", "C", "H", "H", "H", "C", "C", "H", "C", "H", "H", "C", "H", "H", "H", "C", "H", "H", "C", "H", "C", "Ir", "C", "H", "C", "H", "C", "C", "H", "H", "H", "C", "C", "C", "N", "C"],
  "positions_angstrom": [[-2.87, -1.39, 3.71], [-1.14, 1.20, -0.71], [-0.93, 4.43, -1.02], [-2.67, 5.92, -1.71], [-1.40, 4.95, 2.50], [-3.82, -0.33, 5.33], [4.00, 2.06, -2.17], [0.80, 5.80, 3.27], [-2.86, -1.09, -0.71], [5.07, -2.58, -1.21], [3.40, -1.46, -0.54], [0.51, 1.39, -0.28], [-2.64, 3.14, -1.41], [3.30, 1.27, -0.32], [-3.57, 3.22, -1.98], [-5.02, -2.22, -2.07], [0.03, -6.97, 2.88], [3.27, -1.02, 1.75], [-1.98, 1.81, -1.78], [2.47, -0.73, 2.81], [-3.38, -0.25, 4.34], [1.25, -3.98, 1.23], [-0.50, -6.65, 0.53], [-1.50, 3.05, 0.94], [4.23, -1.86, -3.10], [4.42, 2.92, -4.10], [0.70, -6.33, 2.30], [4.27, -1.13, 1.86], [1.32, 2.40, -2.83], [-0.56, -1.15, -2.59], [1.04, -7.50, 0.49], [0.62, 2.76, 0.88], [3.04, -0.62, 4.00], [-2.92, -2.35, 4.20], [2.80, -1.93, -5.12], [0.26, -2.93, 0.69], [0.78, -0.53, 2.65], [-3.73, -2.65, -2.33], [-4.37, 0.07, 0.33], [-3.58, 5.35, 0.47], [-2.94, 3.12, -0.36], [4.03, -0.75, 4.15], [2.79, 2.84, 0.94], [-1.53, -0.23, 0.14], [0.62, -5.02, -0.78], [1.19, -5.38, 0.07], [1.92, 4.35, 2.15], [-3.44, 7.09, 0.18], [0.63, -4.46, 3.49], [0.35, -4.86, 2.52], [-1.36, 4.28, -2.72], [-6.24, -0.90, -0.89], [0.30, 2.59, -3.10], [3.65, 2.60, -3.41], [-2.26, -0.04, 1.80], [2.71, -1.16, 0.51], [5.40, -0.87, -0.97], [1.86, 3.27, 1.29], [2.59, -1.50, -1.78], [3.17, -1.72, -3.01], [4.86, -1.73, -0.57], [5.28, -1.97, 0.41], [-3.33, 0.97, 3.70], [3.01, 1.67, -1.29], [2.32, 2.77, -3.73], [-3.74, 1.85, 4.17], [-2.74, 1.07, -2.03], [1.72, -6.54, 2.63], [0.75, 4.95, 2.60], [-0.48, 4.47, 2.18], [-1.36, 1.92, -2.66], [-0.54, 3.38, 1.32], [-1.99, 6.16, 0.59], [2.22, -5.57, -0.25], [1.66, 1.83, -1.61], [-1.67, -2.48, -1.86], [-3.56, -3.44, -3.06], [-1.92, -2.17, 1.97], [-2.66, -2.09, -1.66], [0.34, -1.61, -4.85], [2.88, 4.74, 2.46], [-4.17, -0.68, -0.43], [-5.86, -2.66, -2.60], [-2.31, -1.28, 2.45], [0.68, -0.84, 0.33], [1.00, -1.58, -4.00], [2.48, -0.38, 4.80], [-1.77, 4.36, -1.71], [-0.70, -4.65, 2.32], [2.36, -1.76, -4.15], [0.56, -6.57, 0.80], [-2.80, 2.04, 1.94], [2.04, 3.21, -4.68], [5.04, 1.97, -1.90], [-2.78, 1.08, 2.42], [-2.94, 6.13, 0.06], [-5.24, -1.23, -1.11], [1.25, -1.30, -1.65], [0.49, -1.35, -2.74]]
}